{
  "formula": "C15H22FN3S",
  "method": "the ωB97M-V functional and the def2-TZVPD basis",
  "smiles": "NCCCC[C@H]1CNC(=S)N1CCc1cccc(F)c1",
  "e_homo_ev": -8.23,
  "total_charge": 0,
  "symbols": ["N", "C", "C", "C", "C", "C", "C", "N", "C", "S", "N", "C", "C", "C", "C", "C", "C", "C", "F", "C", "H", "H", "H", "H", "H", "H", "H", "H", "H", "H", "H", "H", "H", "H", "H", "H", "H", "H", "H", "H", "H", "H"],
  "coordinates": [[3.942, -0.668, 0.128], [4.107, -0.809, -1.305], [3.338, 0.198, -2.186], [1.949, -0.273, -2.623], [0.974, -0.469, -1.463], [-0.446, -0.754, -1.958], [-0.580, -2.119, -2.665], [-1.759, -2.687, -2.054], [-2.138, -1.996, -0.951], [-3.330, -2.442, 0.087], [-1.395, -0.871, -0.864], [-1.694, 0.188, 0.060], [-1.076, -0.062, 1.447], [-1.512, 1.008, 2.402], [-0.696, 2.095, 2.687], [-1.121, 3.096, 3.543], [-2.374, 3.033, 4.126], [-3.179, 1.947, 3.832], [-4.403, 1.874, 4.397], [-2.773, 0.937, 2.983], [2.973, -0.774, 0.403], [4.253, 0.249, 0.432], [5.177, -0.708, -1.503], [3.816, -1.828, -1.574], [3.923, 0.390, -3.088], [3.250, 1.147, -1.648], [1.532, 0.470, -3.308], [2.052, -1.208, -3.179], [0.957, 0.441, -0.859], [1.295, -1.300, -0.833], [-0.760, 0.063, -2.625], [0.302, -2.746, -2.482], [-0.716, -2.017, -3.745], [-2.016, -3.652, -2.173], [-2.782, 0.243, 0.174], [-1.335, 1.133, -0.356], [-1.424, -1.037, 1.792], [0.012, -0.085, 1.371], [0.286, 2.156, 2.241], [-0.473, 3.933, 3.758], [-2.727, 3.800, 4.797], [-3.428, 0.104, 2.782]],
  "atomic_forces_ev_per_a": [[-0.10, 0.02, 0.36], [0.01, 0.29, -0.21], [0.02, -0.36, -0.09], [0.06, 0.21, 0.29], [-0.16, 0.05, -0.45], [0.32, 0.14, -0.01], [0.19, 0.00, -0.27], [0.10, 0.10, -0.08], [0.03, 0.05, -0.09], [-0.59, -0.28, 0.45], [-0.02, -0.45, -0.34], [-0.01, -0.01, 0.40], [-0.15, 0.12, -0.17], [0.10, 0.03, 0.08], [0.05, -0.01, -0.03], [-0.02, 0.00, -0.01], [-0.19, -0.07, 0.05], [0.12, 0.04, -0.06], [0.08, -0.01, -0.04], [-0.12, 0.12, 0.14], [0.08, 0.07, 0.05], [-0.07, -0.08, 0.04], [-0.07, -0.12, -0.08], [0.09, -0.02, -0.09], [0.03, 0.07, -0.03], [0.05, 0.04, -0.01], [-0.05, -0.04, -0.08], [-0.01, -0.05, -0.10], [0.03, 0.01, 0.11], [-0.05, -0.03, 0.12], [0.05, -0.09, 0.04], [-0.02, 0.10, -0.02], [0.13, 0.03, 0.09], [-0.09, 0.09, 0.16], [0.12, 0.07, -0.06], [-0.01, -0.01, -0.02], [0.06, -0.01, -0.05], [0.03, -0.02, 0.00], [0.11, -0.02, -0.06], [0.05, 0.07, 0.03], [-0.06, 0.06, 0.07], [-0.11, -0.12, -0.03]],
  "nbo_charge": [-0.83, -0.22, -0.41, -0.40, -0.41, -0.02, -0.22, -0.60, 0.29, -0.26, -0.43, -0.21, -0.43, 0.00, -0.23, -0.19, -0.30, 0.41, -0.32, -0.29, 0.35, 0.35, 0.19, 0.18, 0.21, 0.19, 0.20, 0.20, 0.21, 0.20, 0.19, 0.19, 0.21, 0.42, 0.23, 0.20, 0.24, 0.20, 0.21, 0.22, 0.23, 0.24]
}


{
  "formula": "C15H22FNO3",
  "method": "the ωB97M-V functional and the def2-TZVPD basis",
  "smiles": "CCOC(=O)[C@](C)(F)C(C)=O.Cc1cc(C)nc(C)c1",
  "e_homo_ev": -8.87,
  "total_charge": 0,
  "symbols": ["C", "C", "O", "C", "O", "C", "C", "F", "C", "C", "O", "H", "H", "H", "H", "H", "H", "H", "H", "H", "H", "H", "C", "C", "C", "C", "C", "N", "C", "C", "C", "H", "H", "H", "H", "H", "H", "H", "H", "H", "H", "H"],
  "coordinates": [[3.768, 0.791, 0.405], [2.516, 0.504, -0.383], [1.554, 1.526, -0.047], [0.385, 1.247, -0.651], [0.222, 0.199, -1.244], [-0.722, 2.311, -0.373], [-0.226, 3.738, -0.350], [-1.210, 1.984, 0.865], [-1.929, 2.112, -1.373], [-3.159, 2.922, -1.028], [-1.926, 1.280, -2.256], [4.579, 0.156, 0.030], [4.071, 1.848, 0.345], [3.607, 0.536, 1.463], [2.662, 0.574, -1.464], [2.125, -0.491, -0.134], [0.652, 3.775, 0.291], [0.059, 4.080, -1.355], [-0.984, 4.416, 0.067], [-2.942, 3.725, -0.315], [-3.562, 3.348, -1.954], [-3.930, 2.262, -0.597], [-0.912, -5.012, 6.361], [-0.642, -4.172, 5.137], [0.520, -3.390, 5.037], [0.686, -2.540, 3.926], [1.801, -1.547, 3.758], [-0.190, -2.525, 2.923], [-1.331, -3.201, 3.016], [-2.293, -2.885, 1.908], [-1.585, -4.075, 4.095], [-0.066, -4.986, 7.056], [-1.802, -4.685, 6.913], [-1.077, -6.072, 6.127], [1.300, -3.445, 5.789], [2.656, -1.725, 4.416], [2.128, -1.518, 2.714], [1.406, -0.534, 3.941], [-3.017, -3.673, 1.685], [-2.859, -1.973, 2.159], [-1.717, -2.621, 1.018], [-2.484, -4.679, 4.104]],
  "atomic_forces_ev_per_a": [[0.22, 0.00, 0.32], [0.62, 0.11, 0.26], [-0.50, -0.06, -0.34], [-0.42, -1.23, -0.22], [-0.16, 1.45, 0.56], [0.22, -0.51, -1.69], [0.24, 0.20, 0.02], [-0.42, -0.06, 0.85], [0.02, -1.20, 0.08], [-0.19, 0.24, -0.05], [-0.04, 1.40, 0.62], [-0.09, 0.18, 0.09], [-0.08, -0.38, -0.09], [0.09, 0.16, -0.26], [0.12, -0.22, 0.12], [-0.01, 0.33, -0.16], [0.06, 0.13, 0.00], [-0.10, -0.13, 0.24], [0.18, -0.28, -0.21], [-0.17, -0.23, -0.17], [0.05, -0.10, 0.22], [0.37, 0.17, -0.16], [0.16, -0.41, 0.20], [-0.12, 0.42, -0.45], [-0.27, 0.25, -0.56], [-0.17, -0.70, 0.15], [0.15, 0.27, 0.02], [-0.14, 0.59, 0.32], [0.12, -0.62, 0.53], [-0.29, 0.13, -0.17], [0.61, 0.49, -0.19], [-0.12, 0.11, -0.14], [0.18, 0.11, -0.24], [0.01, 0.23, -0.18], [-0.16, 0.08, 0.09], [-0.13, 0.01, -0.04], [0.02, -0.24, 0.15], [0.12, -0.32, 0.16], [0.16, 0.01, 0.08], [0.12, -0.29, 0.08], [-0.12, -0.21, 0.06], [-0.08, 0.12, 0.10]],
  "nbo_charge": [-0.63, -0.08, -0.51, 0.75, -0.55, 0.18, -0.65, -0.34, 0.57, -0.73, -0.48, 0.22, 0.21, 0.21, 0.19, 0.21, 0.24, 0.23, 0.23, 0.22, 0.24, 0.25, -0.64, 0.04, -0.28, 0.24, -0.64, -0.46, 0.24, -0.65, -0.28, 0.22, 0.23, 0.22, 0.21, 0.21, 0.23, 0.23, 0.21, 0.23, 0.24, 0.21]
}


{
  "formula": "C15H22HgN3O6P2",
  "method": "the ωB97M-V functional and the def2-TZVPD basis",
  "spin_multiplicity": 2,
  "e_homo_ev": [-1.87, -1.87],
  "total_charge": -2,
  "symbols": ["Hg", "N", "C", "C", "P", "O", "O", "O", "P", "O", "O", "O", "H", "H", "H", "H", "H", "H", "H", "H", "C", "C", "C", "N", "C", "C", "H", "H", "H", "H", "H", "C", "C", "C", "C", "C", "C", "C", "C", "N", "H", "H", "H", "H", "H", "H", "H", "H", "H"],
  "coordinates": [[-0.892, -0.549, 0.720], [0.063, 3.874, -1.451], [0.677, 3.367, -2.705], [0.379, 4.462, -3.750], [-0.422, 1.943, -3.129], [-0.201, 1.021, -1.953], [-0.250, 1.531, -4.546], [-1.784, 2.721, -2.845], [2.452, 3.055, -2.616], [2.459, 1.789, -1.481], [3.098, 4.268, -1.946], [2.986, 2.533, -3.874], [0.560, 4.749, -1.180], [0.320, 3.236, -0.738], [-1.498, 3.431, -2.082], [-0.697, 4.773, -3.755], [0.563, 4.280, -4.777], [0.849, 5.457, -3.602], [-0.124, -1.604, -2.992], [1.571, 1.275, -1.644], [-0.739, 2.941, 7.435], [-0.887, 3.051, 8.791], [-1.257, 1.899, 9.497], [-1.459, 0.712, 8.930], [-1.252, 0.612, 7.588], [-0.917, 1.674, 6.812], [-0.457, 3.681, 6.755], [-0.616, 3.917, 9.298], [-1.309, 1.992, 10.529], [-1.364, -0.449, 7.194], [-0.687, 1.619, 5.712], [1.402, -3.246, -4.185], [0.803, -4.008, -2.999], [1.272, -5.299, -2.809], [0.711, -6.127, -1.847], [-0.293, -5.606, -1.017], [-0.807, -4.317, -1.214], [-1.926, -3.817, -0.386], [-0.186, -3.417, -2.196], [-0.609, -2.129, -2.259], [2.083, -3.900, -4.686], [2.023, -2.405, -3.951], [0.637, -3.001, -4.875], [2.074, -5.596, -3.479], [1.124, -7.138, -1.647], [-0.772, -6.226, -0.246], [-2.471, -4.649, 0.082], [-2.592, -3.182, -0.949], [-1.640, -3.199, 0.468]],
  "atomic_forces_ev_per_a": [[0.10, 0.26, -0.22], [0.69, 1.73, 0.14], [-1.15, 1.21, -1.47], [-1.08, 2.00, 0.28], [1.23, 0.51, 0.27], [0.20, -1.15, 0.18], [-0.60, -0.43, 0.12], [-0.94, 1.81, 1.42], [1.32, 0.21, 3.07], [-1.94, 0.07, -0.89], [-0.69, -0.92, -0.43], [0.42, -0.33, -1.59], [-0.36, -0.74, -0.44], [0.18, -0.94, 0.92], [-0.42, -1.89, -1.82], [0.48, -0.68, 0.31], [0.55, -1.04, -0.85], [0.47, -0.60, 0.59], [0.00, 0.18, 0.25], [1.69, 0.94, 0.35], [-0.45, -2.42, -0.52], [-0.13, -1.56, -0.79], [0.38, 0.00, -2.22], [0.25, 0.31, -0.32], [-0.62, -2.12, 0.97], [0.73, 1.63, -1.15], [0.46, 1.57, -0.43], [0.12, 1.50, 0.86], [-0.38, -0.27, 1.91], [0.13, 1.60, 0.33], [-0.50, -0.26, 1.33], [0.12, -0.92, 1.15], [1.44, 0.46, -1.50], [-0.35, 0.27, -0.14], [0.51, -0.38, 0.85], [-0.79, 0.42, -0.37], [1.18, 0.11, -0.18], [-0.58, -0.30, 0.86], [-1.20, 0.02, 1.06], [0.11, -1.50, -0.01], [0.37, -0.67, -0.49], [-0.15, 0.89, 0.44], [-0.73, 0.64, -0.67], [-0.12, -0.38, 0.24], [-0.40, 0.73, -0.27], [0.31, 0.20, -0.36], [-0.05, 0.05, -0.35], [-0.27, 0.07, -0.29], [0.48, 0.12, -0.13]],
  "nbo_charge": [0.02, -0.87, -0.71, -0.61, 2.40, -1.25, -1.15, -1.09, 2.37, -1.08, -1.22, -1.17, 0.37, 0.38, 0.51, 0.19, 0.23, 0.19, 0.36, 0.51, -0.16, -0.27, 0.04, -0.42, 0.02, -0.25, 0.22, 0.21, 0.18, 0.20, 0.24, -0.64, 0.04, -0.25, -0.19, -0.26, 0.06, -0.66, 0.06, -0.47, 0.19, 0.25, 0.22, 0.20, 0.20, 0.20, 0.19, 0.24, 0.24]
}


{
  "formula": "C15H22N2O3S",
  "method": "the ωB97M-V functional and the def2-TZVPD basis",
  "smiles": "CS(=O)(=O)N1CCC(C(=O)NCCc2ccccc2)CC1",
  "e_homo_ev": -9.40,
  "total_charge": 0,
  "symbols": ["C", "S", "O", "O", "N", "C", "C", "C", "C", "O", "N", "C", "C", "C", "C", "C", "C", "C", "C", "C", "C", "H", "H", "H", "H", "H", "H", "H", "H", "H", "H", "H", "H", "H", "H", "H", "H", "H", "H", "H", "H", "H", "H"],
  "coordinates": [[5.367, 1.570, 0.223], [5.230, -0.217, -0.080], [5.819, -0.902, 1.032], [5.732, -0.484, -1.395], [3.616, -0.572, -0.085], [2.852, -0.090, -1.209], [1.595, -0.946, -1.350], [0.762, -0.894, -0.058], [0.140, 0.493, 0.090], [0.705, 1.452, 0.576], [-1.104, 0.580, -0.433], [-1.911, 1.773, -0.338], [-3.018, 1.623, 0.719], [-3.921, 0.475, 0.372], [-3.669, -0.798, 0.870], [-4.467, -1.869, 0.507], [-5.529, -1.681, -0.361], [-5.789, -0.416, -0.862], [-4.988, 0.652, -0.500], [1.645, -1.275, 1.138], [2.927, -0.446, 1.179], [6.422, 1.810, 0.229], [4.863, 2.090, -0.579], [4.921, 1.788, 1.184], [3.489, -0.181, -2.089], [2.565, 0.962, -1.069], [1.895, -1.978, -1.533], [1.003, -0.595, -2.198], [-0.050, -1.626, -0.137], [-1.574, -0.253, -0.752], [-2.356, 1.981, -1.316], [-1.239, 2.589, -0.063], [-3.585, 2.554, 0.759], [-2.551, 1.456, 1.691], [-2.846, -0.949, 1.555], [-4.262, -2.852, 0.905], [-6.154, -2.515, -0.642], [-6.618, -0.262, -1.537], [-5.195, 1.638, -0.893], [1.095, -1.129, 2.069], [1.908, -2.330, 1.049], [3.605, -0.819, 1.947], [2.669, 0.600, 1.386]],
  "atomic_forces_ev_per_a": [[-0.18, -1.02, -0.16], [0.22, 0.25, 0.01], [-0.15, 0.16, 0.26], [-0.16, 0.23, -0.17], [0.92, 0.05, -0.02], [-0.20, 0.10, -0.73], [0.08, 0.18, 0.11], [0.07, -0.04, 0.07], [-0.21, -0.64, -0.25], [0.28, 0.34, 0.29], [-0.42, -0.03, -0.22], [0.01, 0.25, 0.17], [0.15, -0.01, -0.25], [0.01, 0.10, 0.14], [-0.01, 0.02, 0.03], [-0.01, -0.12, -0.01], [-0.05, -0.09, -0.02], [-0.06, 0.00, -0.07], [0.01, -0.02, 0.02], [0.00, 0.29, -0.09], [-0.13, -0.05, 0.80], [0.20, -0.02, -0.01], [-0.11, 0.12, -0.15], [-0.10, 0.06, 0.18], [-0.20, 0.06, -0.05], [0.06, -0.05, -0.05], [-0.01, -0.03, -0.06], [0.02, -0.03, -0.03], [0.04, 0.08, -0.01], [0.18, -0.03, 0.07], [0.04, 0.06, 0.08], [-0.10, -0.05, -0.12], [-0.01, 0.02, 0.06], [-0.01, 0.06, 0.02], [0.07, 0.01, 0.08], [0.01, -0.08, 0.03], [-0.05, -0.07, -0.02], [-0.07, 0.01, -0.05], [-0.03, 0.12, -0.04], [0.03, -0.04, 0.03], [-0.01, -0.03, 0.04], [-0.18, 0.01, 0.07], [0.08, -0.13, 0.01]],
  "nbo_charge": [-0.88, 2.33, -0.95, -0.95, -0.69, -0.24, -0.39, -0.30, 0.69, -0.65, -0.62, -0.22, -0.45, 0.07, -0.27, -0.19, -0.22, -0.20, -0.25, -0.40, -0.25, 0.25, 0.24, 0.24, 0.24, 0.19, 0.22, 0.22, 0.21, 0.40, 0.19, 0.24, 0.22, 0.22, 0.21, 0.21, 0.22, 0.21, 0.21, 0.22, 0.22, 0.24, 0.21]
}


{
  "formula": "C15H22N2O4",
  "method": "the ωB97M-V functional and the def2-TZVPD basis",
  "smiles": "CC(C)C[C@H](NC(=O)[C@@H](N)Cc1ccc(O)cc1)C(=O)O",
  "e_homo_ev": -8.05,
  "total_charge": 0,
  "symbols": ["C", "C", "C", "C", "C", "N", "C", "O", "C", "N", "C", "C", "C", "C", "C", "O", "C", "C", "C", "O", "O", "H", "H", "H", "H", "H", "H", "H", "H", "H", "H", "H", "H", "H", "H", "H", "H", "H", "H", "H", "H", "H", "H"],
  "coordinates": [[5.069, -1.304, 1.279], [3.686, -0.920, 1.385], [2.790, -2.120, 1.189], [3.412, 0.145, 0.314], [2.048, 0.718, 0.103], [1.039, 0.039, -0.755], [0.095, -0.896, -0.519], [-0.205, -1.353, 0.515], [-0.641, -1.368, -1.852], [-1.444, -2.580, -1.547], [-1.498, -0.114, -2.130], [-2.384, 0.230, -0.973], [-3.331, -0.659, -0.511], [-4.145, -0.590, 0.579], [-3.842, 0.486, 1.447], [-4.405, 0.321, 2.648], [-2.989, 1.610, 1.016], [-2.229, 1.397, -0.241], [2.098, 2.108, -0.562], [2.051, 2.214, -1.776], [2.046, 3.195, 0.199], [5.811, -0.361, 1.266], [5.493, -2.006, 1.988], [5.204, -1.651, 0.264], [3.424, -0.569, 2.343], [2.694, -2.537, 0.205], [1.827, -1.533, 1.338], [2.857, -2.888, 1.951], [3.832, -0.268, -0.649], [3.984, 1.129, 0.548], [1.711, 0.996, 1.167], [1.119, 0.513, -1.658], [-0.016, -1.403, -2.831], [-2.272, -2.691, -2.146], [-0.853, -3.360, -1.702], [-1.909, -0.348, -3.184], [-1.040, 0.850, -2.538], [-3.368, -1.586, -1.177], [-4.396, -1.553, 1.052], [-4.153, 1.028, 3.284], [-2.776, 2.607, 1.542], [-1.348, 2.127, -0.458], [2.284, 3.946, -0.320]],
  "atomic_forces_ev_per_a": [[4.51, 2.28, -0.73], [-1.15, -0.25, -0.98], [-2.79, 1.98, 0.65], [2.00, 1.10, -1.02], [-2.52, 1.30, 2.07], [1.92, 1.31, -0.06], [0.68, -0.60, -3.63], [-0.63, -0.96, 3.23], [0.65, 1.43, -0.38], [0.08, 1.46, -0.80], [-0.87, 0.55, -2.98], [-0.48, 1.33, -0.06], [-0.51, -2.78, -3.03], [2.39, 0.29, 1.46], [0.90, 1.75, -1.53], [-0.06, 1.32, 1.79], [0.43, -1.29, -1.42], [0.33, 1.36, 2.44], [-0.44, -0.27, -1.94], [0.45, 0.00, 0.59], [0.35, -1.30, 1.83], [-1.49, -1.77, 0.38], [-0.34, -0.19, 0.13], [0.30, -0.69, -0.25], [-0.13, 0.85, 1.31], [0.51, -0.23, -0.60], [0.36, -1.83, -0.02], [0.21, -0.04, 0.07], [-0.42, 0.60, 0.70], [-0.19, -1.84, -0.16], [-0.33, -0.84, -1.38], [-0.44, -0.90, 0.05], [-0.29, -0.48, 1.93], [0.80, 0.21, 0.11], [0.49, -0.94, -0.02], [-0.93, 0.01, 1.76], [0.65, -1.32, 1.31], [-0.49, 1.38, 1.48], [-0.87, 0.75, -0.44], [-0.17, -0.61, -0.75], [-0.62, -1.96, -0.35], [-1.90, -1.16, 0.17], [0.05, 0.98, -0.91]],
  "nbo_charge": [-0.58, -0.25, -0.62, -0.37, -0.15, -0.67, 0.70, -0.58, -0.14, -0.82, -0.43, -0.14, -0.11, -0.30, 0.34, -0.66, -0.35, -0.15, 0.80, -0.62, -0.66, 0.19, 0.22, 0.20, 0.20, 0.20, 0.23, 0.22, 0.21, 0.21, 0.23, 0.43, 0.19, 0.36, 0.37, 0.22, 0.24, 0.20, 0.24, 0.48, 0.23, 0.21, 0.50]
}


- What is the formula in the fifth record?
  C15H22N2O4